This record from the Open Molecules 2025 dataset describes a molecular structure, C33H32AuN7O2PS2. The level of theory is ωB97M-V/def2-TZVPD.

## Properties
net charge = +1
DFT total energy = -3083.6269 a.u.
HOMO energy (spin up / spin down) = -10.785 / -10.786 eV
F_max = 1.78 eV Å⁻¹
ΔE to the lowest compared entry with this formula, charge and spin = 158.5 kJ/mol
molecular weight = 850.74 g mol⁻¹

Positions of all 78 atoms, in Å:
Au (-0.24228, 0.13402, -0.08802)
C (2.88634, 3.86193, -6.23592)
C (2.53989, 3.67140, -4.78757)
C (2.32739, 2.39580, -4.26550)
C (2.03952, 2.21487, -2.92442)
C (1.96387, 3.32445, -2.09618)
C (2.16075, 4.60223, -2.58989)
C (2.45254, 4.76786, -3.93421)
S (1.58444, 3.10943, -0.37291)
O (2.60892, 2.33019, 0.25513)
O (1.26703, 4.38389, 0.19636)
N (0.23696, 2.14928, -0.42039)
C (-0.99632, 2.64993, -0.68687)
C (-1.38459, 3.97784, -0.93106)
C (-2.72740, 4.24048, -1.08798)
C (-3.66119, 3.20366, -1.04540)
C (-3.20164, 1.92154, -0.84996)
N (-1.90780, 1.66362, -0.67302)
H (2.46254, 3.07196, -6.85379)
H (3.97107, 3.83685, -6.36025)
H (2.53688, 4.82524, -6.60309)
H (2.38797, 1.53668, -4.92199)
H (1.87792, 1.22630, -2.51701)
H (2.09304, 5.44474, -1.91454)
H (2.61568, 5.76275, -4.32817)
H (-0.63935, 4.75493, -0.94326)
H (-3.06148, 5.25678, -1.24823)
H (-4.71843, 3.38939, -1.15769)
H (-3.86541, 1.06617, -0.83179)
C (2.22444, -5.68422, -0.49092)
C (2.67011, -4.31774, -0.14008)
N (3.66928, -3.99630, 0.61192)
N (3.63046, -2.64741, 0.69512)
C (2.61070, -2.10454, 0.01795)
S (2.30192, -0.43233, -0.03849)
N (1.99976, -3.17573, -0.54926)
N (0.91880, -3.09426, -1.38376)
H (3.01891, -6.38809, -0.26033)
H (1.97898, -5.75498, -1.55020)
H (1.33674, -5.94391, 0.09003)
H (4.34473, -2.13194, 1.18467)
H (1.18659, -2.93252, -2.34612)
H (0.29251, -3.87826, -1.27936)
N (-1.06809, -1.59392, 0.20497)
P (-1.83181, -1.93850, 1.54070)
C (-0.99292, -1.54330, 3.10187)
C (0.40034, -1.57062, 3.05749)
C (1.13903, -1.27741, 4.19170)
C (0.48609, -0.95732, 5.37334)
C (-0.90063, -0.93293, 5.42077)
C (-1.64686, -1.22227, 4.28769)
C (-2.08716, -3.73486, 1.49305)
C (-2.23584, -4.30255, 0.22577)
C (-2.41022, -5.67157, 0.09737)
C (-2.42661, -6.47277, 1.23259)
C (-2.27940, -5.90655, 2.49008)
C (-2.11471, -4.53455, 2.62828)
C (-3.48685, -1.19409, 1.70210)
C (-3.58284, 0.13650, 2.10840)
C (-4.83121, 0.69915, 2.31868)
C (-5.97778, -0.05158, 2.09401)
C (-5.88225, -1.36154, 1.64974)
C (-4.63510, -1.93946, 1.45297)
H (0.88307, -1.81270, 2.11891)
H (2.22014, -1.29368, 4.15086)
H (1.05749, -0.71798, 6.26014)
H (-1.40843, -0.68588, 6.34350)
H (-2.72775, -1.19232, 4.33132)
H (-2.21393, -3.64773, -0.63682)
H (-2.53642, -6.11300, -0.88292)
H (-2.55628, -7.54252, 1.13601)
H (-2.28622, -6.53686, 3.36932)
H (-2.00980, -4.09505, 3.61262)
H (-2.67969, 0.71136, 2.28168)
H (-4.91169, 1.71848, 2.67318)
H (-6.95117, 0.38756, 2.26738)
H (-6.77870, -1.94009, 1.46989)
H (-4.55640, -2.96865, 1.12919)

=====

This record from the Open Molecules 2025 dataset describes C15H27FO5 in the gas phase. The level of theory is ωB97M-V/def2-TZVPD.

## Properties
net charge = 0
DFT total energy = -1063.7931 a.u.
HOMO energy = -9.747 eV
F_max = 0.48 eV Å⁻¹
SMILES = CCOC[C@H]1[C@H](COC)[C@@H](CCC(=O)O)O[C@@H]1C[C@@H](C)F
molecular weight = 306.37 g mol⁻¹

Positions of all 48 atoms, in Å:
C (-2.99443, -2.24172, -1.36051)
C (-1.58226, -2.74470, -1.08010)
O (-1.26429, -2.67820, 0.30564)
C (-0.06444, -2.03841, 0.68593)
C (-0.12086, -0.52957, 0.96600)
C (-0.33529, 0.41729, -0.23942)
C (-1.65282, 1.22123, -0.20530)
C (-1.50468, 2.66046, -0.67638)
C (-1.11207, 2.80203, -2.14293)
F (-2.76115, 3.26988, -0.48282)
O (0.74592, 1.36472, -0.22092)
C (1.81857, 0.90772, 0.59370)
C (2.97744, 0.38562, -0.26887)
C (2.52967, -0.37387, -1.52049)
C (2.23840, 0.56554, -2.66494)
O (2.85167, 1.55699, -2.92974)
O (1.18038, 0.15443, -3.39241)
C (1.21094, -0.07949, 1.60060)
C (1.04755, 0.55877, 3.01252)
O (-0.23732, 0.46083, 3.58040)
C (-0.51269, -0.77663, 4.21437)
H (-3.27468, -1.51267, -0.59901)
H (-3.06340, -1.75970, -2.33849)
H (-3.71819, -3.05762, -1.31715)
H (-0.83419, -2.20178, -1.66787)
H (-1.50145, -3.79930, -1.37226)
H (0.20950, -2.51276, 1.63620)
H (0.74214, -2.28020, -0.02586)
H (-0.94403, -0.37592, 1.66394)
H (-0.29250, -0.12748, -1.18724)
H (-2.08038, 1.23538, 0.80227)
H (-2.37795, 0.74302, -0.86799)
H (-0.80569, 3.19877, -0.03586)
H (-1.74462, 3.56403, -2.60483)
H (-0.07168, 3.11825, -2.24168)
H (-1.24743, 1.86378, -2.68838)
H (2.18633, 1.79493, 1.12243)
H (3.63492, -0.24367, 0.34086)
H (3.57676, 1.24074, -0.59358)
H (3.31081, -1.06883, -1.84542)
H (1.63642, -0.97184, -1.34393)
H (1.06284, 0.81034, -4.10067)
H (1.87024, -0.95115, 1.68412)
H (1.26609, 1.62900, 2.95521)
H (1.78819, 0.11844, 3.69507)
H (-0.41932, -0.66516, 5.29978)
H (-1.53508, -1.08157, 3.97405)
H (0.16809, -1.56995, 3.88194)

=====

This record from the Open Molecules 2025 dataset describes 5 unconnected molecules or ions with the total composition C10H30O10. The level of theory is ωB97M-V/def2-TZVPD.

## Properties
net charge = 0
DFT total energy = -1151.2984 a.u.
HOMO energy = -9.633 eV
F_max = 1.40 eV Å⁻¹
ΔE to the lowest compared entry with this formula, charge and spin = 85.0 kJ/mol
SMILES = OCCO.OCCO.OCCO.OCCO.OCCO
molecular weight = 310.34 g mol⁻¹

Positions of all 50 atoms, in Å:
C (3.21642, -2.09066, -3.04112)
C (2.22175, -3.09437, -2.54652)
O (2.32490, -4.28750, -3.32023)
O (4.53095, -2.41007, -2.59034)
H (2.95443, -1.07428, -2.72477)
H (3.20355, -2.05231, -4.13807)
H (1.24309, -2.63305, -2.70224)
H (2.40658, -3.28384, -1.48734)
H (1.96402, -5.00523, -2.79328)
H (5.16161, -1.82089, -3.00847)
C (1.56032, -0.69585, 3.77518)
C (1.60209, 0.71879, 4.30171)
O (1.59767, 0.64965, 5.73675)
O (0.99727, -0.72995, 2.45301)
H (0.93799, -1.35092, 4.39264)
H (2.56527, -1.12735, 3.80721)
H (0.76456, 1.34670, 3.98953)
H (2.53588, 1.18389, 3.97318)
H (2.17160, 1.34629, 6.06178)
H (0.78932, -1.64418, 2.25053)
C (0.20875, 0.75280, -1.25830)
C (1.17212, 1.48327, -0.33514)
O (0.67845, 1.64211, 0.97648)
O (0.33109, -0.63703, -1.07258)
H (0.51510, 1.02762, -2.28284)
H (-0.81924, 1.12209, -1.20541)
H (1.36510, 2.49664, -0.68608)
H (2.10397, 0.90911, -0.35765)
H (0.79240, 0.84895, 1.52515)
H (-0.52286, -1.09684, -1.15066)
C (-2.75993, -1.23491, -2.65141)
C (-2.57905, -1.67971, -4.07729)
O (-1.23440, -1.57573, -4.49071)
O (-1.98928, -2.04637, -1.75011)
H (-3.81216, -1.13515, -2.35928)
H (-2.38366, -0.22048, -2.48729)
H (-3.18499, -1.02726, -4.71772)
H (-3.00113, -2.67505, -4.26488)
H (-0.68741, -1.65915, -3.69860)
H (-2.33432, -2.94637, -1.77863)
C (-2.82796, 3.96129, 1.93378)
C (-2.06959, 3.10662, 2.93865)
O (-2.37102, 3.36157, 4.29993)
O (-4.22697, 4.01169, 2.10038)
H (-2.56432, 3.48798, 0.97402)
H (-2.42739, 4.97075, 1.84700)
H (-0.99515, 3.23816, 2.74033)
H (-2.18087, 2.03567, 2.75785)
H (-2.33881, 4.31509, 4.42556)
H (-4.60575, 3.21775, 1.71629)

=====

This record from the Open Molecules 2025 dataset describes 2 unconnected molecules or ions with the total composition C13H21F3NO6. The level of theory is ωB97M-V/def2-TZVPD.

## Properties
net charge = -1
DFT total energy = -1313.7373 a.u.
HOMO energy = -2.589 eV
F_max = 1.47 eV Å⁻¹
molecular weight = 344.31 g mol⁻¹

Positions of all 44 atoms, in Å:
C (0.64055, 1.27982, 2.95081)
C (0.49088, 2.38479, 1.95324)
O (0.92875, 3.49567, 2.20910)
N (-0.16813, 2.10694, 0.75740)
C (-1.59810, 1.77555, 0.95000)
C (-1.88107, 0.29836, 0.71507)
C (-2.07515, -0.08229, -0.76998)
C (-1.48351, -1.44565, -1.14043)
C (-0.10312, -1.46632, -1.81591)
O (-0.22707, -1.18644, -3.17506)
C (0.78608, -0.31664, -1.25156)
O (0.99504, 0.73338, -1.78624)
O (1.33484, -0.75131, -0.08463)
C (1.05232, -2.12973, 0.05968)
C (0.77893, -2.63134, -1.36590)
C (2.17155, -2.76655, -2.02652)
O (2.33382, -2.02019, -3.23785)
C (3.46146, -1.28949, -3.31117)
F (3.42611, -0.55574, -4.44401)
F (3.64268, -0.45934, -2.26420)
F (4.56249, -2.09150, -3.37612)
H (0.69847, 0.29589, 2.50195)
H (-0.18034, 1.35249, 3.66214)
H (1.56089, 1.46470, 3.48567)
H (-0.02666, 2.90948, 0.16443)
H (-1.99022, 2.09121, 1.91829)
H (-2.15016, 2.31117, 0.18357)
H (-2.81970, 0.11017, 1.22239)
H (-1.10463, -0.30939, 1.16538)
H (-1.76316, 0.71236, -1.43689)
H (-3.14725, -0.18470, -0.89456)
H (-1.52677, -2.06486, -0.25338)
H (-2.15453, -1.91061, -1.86174)
H (-1.00465, -1.62012, -3.52449)
H (1.85868, -2.68382, 0.52612)
H (0.22536, -2.27252, 0.74669)
H (0.28321, -3.59213, -1.39230)
H (2.96225, -2.55588, -1.32386)
H (2.29473, -3.80966, -2.29664)
C (-2.16342, 3.46537, 3.59819)
O (-2.75599, 2.24958, 3.66653)
H (-2.70007, 4.24819, 2.98155)
H (-1.99439, 4.00969, 4.56960)
H (-1.15223, 3.44664, 3.13925)

=====

This record from the Open Molecules 2025 dataset describes a molecular structure, C36H37NP2Sn. The level of theory is ωB97M-V/def2-TZVPD.

## Properties
net charge = 0
DFT total energy = -2345.3339 a.u.
HOMO energy (spin up / spin down) = -4.902 / -5.008 eV
F_max = 4.44 eV Å⁻¹
ΔE to the lowest compared entry with this formula, charge and spin = 269.4 kJ/mol
molecular weight = 664.36 g mol⁻¹

Positions of all 77 atoms, in Å:
Sn (-0.21048, 1.94460, -0.92095)
C (-1.77424, 1.53458, -2.31822)
C (-1.74044, 0.14111, -2.06844)
C (-0.99858, -0.84912, -2.88304)
C (0.40200, -0.35658, -3.32273)
C (1.01672, 0.64119, -2.44780)
C (1.05929, 2.03555, -2.82254)
C (0.07968, 2.71720, -3.75127)
C (-1.35478, 2.14310, -3.66331)
C (0.96164, 1.32939, 2.01398)
H (-2.59207, 2.10070, -1.81764)
H (-2.53573, -0.31522, -1.44016)
H (-1.50721, -1.14033, -3.81629)
H (-0.86725, -1.77661, -2.30292)
H (1.08636, -1.21412, -3.41240)
H (0.33612, 0.09415, -4.31957)
H (1.84113, 0.24833, -1.86034)
H (2.07242, 2.50507, -2.74304)
H (0.44811, 2.73505, -4.81332)
H (0.04842, 3.75280, -3.38885)
H (-2.06086, 2.96008, -3.87492)
H (-1.41688, 1.37468, -4.44832)
H (1.03293, 2.42084, 1.95756)
H (1.67722, 1.08184, 2.84128)
H (-0.04641, 1.15415, 2.41961)
P (-1.83596, -1.07282, 1.41446)
P (2.21474, 0.09817, 1.05967)
C (-0.32096, -1.32189, 0.43521)
C (1.02700, -0.99459, 0.29453)
C (-2.80583, -2.56902, 1.41324)
C (-2.94519, -3.40439, 0.29347)
C (-3.73133, -4.54669, 0.39196)
C (-4.38824, -4.84131, 1.58536)
C (-4.31839, -3.98670, 2.68704)
C (-3.53126, -2.84673, 2.58669)
C (-3.10723, 0.20546, 0.97514)
C (-2.72061, 1.54841, 0.87081)
C (-3.61952, 2.56381, 0.53786)
C (-4.97908, 2.29151, 0.39397)
C (-5.37908, 0.95531, 0.46897)
C (-4.46094, -0.07912, 0.69044)
C (3.62126, -1.08685, 1.57775)
C (3.31070, -2.34919, 2.14635)
C (4.29739, -3.25079, 2.59998)
C (5.64279, -2.89497, 2.45261)
C (6.01751, -1.68685, 1.86893)
C (5.00615, -0.81633, 1.42877)
C (3.28542, 1.41958, 0.32578)
C (3.49660, 2.49984, 1.20669)
C (3.47376, 3.79698, 0.69623)
C (3.66115, 3.99336, -0.67310)
C (3.95240, 2.90380, -1.48483)
C (3.75670, 1.61140, -0.98483)
H (-0.58427, -2.17843, -0.21535)
H (1.54287, -1.61451, -0.47249)
H (-2.43003, -3.21010, -0.64224)
H (-3.81738, -5.22916, -0.45140)
H (-4.98405, -5.73828, 1.65071)
H (-4.83824, -4.24427, 3.61148)
H (-3.44043, -2.16393, 3.42645)
H (-1.67910, 1.79341, 1.14196)
H (-3.23865, 3.57236, 0.39948)
H (-5.69098, 3.10099, 0.19999)
H (-6.43684, 0.71931, 0.36071)
H (-4.82896, -1.10543, 0.73337)
H (2.27610, -2.67657, 2.20205)
H (4.04883, -4.23507, 3.02732)
H (6.43245, -3.55313, 2.78679)
H (7.07307, -1.40080, 1.71580)
H (5.30192, 0.07855, 0.89293)
H (3.54051, 2.33709, 2.28050)
H (3.20793, 4.65083, 1.31418)
H (3.57806, 4.97923, -1.11621)
H (4.24046, 3.05434, -2.53126)
H (3.85281, 0.77356, -1.67831)
N (-1.19114, -0.41618, 4.18770)
C (-1.51199, -0.69560, 3.12035)

=====

This record from the Open Molecules 2025 dataset describes a molecular structure, C48H57N3OP2TeZn. The level of theory is ωB97M-V/def2-TZVPD.

## Properties
net charge = +2
DFT total energy = -4832.2714 a.u.
HOMO energy = -11.258 eV
F_max = 3.33 eV Å⁻¹
ΔE to the lowest compared entry with this formula, charge and spin = 141.0 kJ/mol
molecular weight = 946.94 g mol⁻¹

Positions of all 113 atoms, in Å:
Zn (-0.66663, 0.67147, -0.92348)
C (-0.17914, 1.47617, 1.97265)
P (-0.47511, -0.16376, 1.24953)
C (1.04195, -1.03254, 1.88454)
C (2.35125, -0.74900, 1.50052)
C (3.43801, -1.30482, 2.14154)
C (3.28288, -2.14118, 3.24677)
C (1.94003, -2.43272, 3.64118)
C (0.84316, -1.91858, 3.00385)
C (-1.97111, -0.83961, 2.02123)
C (-2.25681, -0.60266, 3.32235)
C (-3.45374, -1.00048, 3.90097)
C (-4.37881, -1.70884, 3.15738)
C (-4.04697, -2.01689, 1.82366)
C (-2.84497, -1.62629, 1.24440)
C (-0.85535, 2.57758, 1.19204)
C (-1.47819, 3.74226, 1.55542)
C (-2.15673, 4.29028, 0.40824)
C (-1.87336, 3.41477, -0.65199)
C (-2.38065, 3.19056, -2.04517)
P (-2.72948, 1.42765, -2.27301)
C (-2.95657, 1.06333, -4.01577)
C (-3.22638, 2.08628, -4.95610)
C (-3.41775, 1.83599, -6.27886)
C (-3.11498, 0.57469, -6.76596)
C (-2.86892, -0.51503, -5.84866)
C (-2.73785, -0.23054, -4.44609)
C (-4.31082, 0.96500, -1.48816)
C (-4.48837, 1.24692, -0.16796)
C (-5.75393, 0.89939, 0.45233)
C (-6.78532, 0.30884, -0.30253)
C (-6.50529, 0.00405, -1.66258)
C (-5.25990, 0.22341, -2.17285)
N (-1.12814, 2.38073, -0.16384)
H (0.89393, 1.57477, 2.03721)
H (-0.44162, 1.49432, 3.02747)
H (2.65508, -0.04402, 0.71721)
H (4.39035, -0.94992, 1.73269)
H (4.18192, -2.45822, 3.70263)
H (1.90001, -3.07082, 4.47878)
H (-0.11824, -2.25270, 3.30746)
H (-1.61823, -0.02151, 3.92124)
H (-3.71098, -0.73817, 4.90254)
H (-5.27949, -1.97943, 3.68938)
H (-4.72437, -2.56019, 1.21531)
H (-2.59549, -1.87840, 0.25780)
H (-1.52072, 4.18464, 2.54608)
H (-2.77501, 5.20345, 0.39720)
H (-1.65481, 3.48088, -2.86021)
H (-3.32990, 3.73167, -2.17760)
H (-3.53174, 3.03735, -4.54064)
H (-3.71101, 2.63912, -6.93925)
H (-3.12417, 0.32770, -7.82565)
H (-2.77489, -1.53266, -6.17998)
H (-2.37274, -0.94617, -3.65531)
H (-3.75987, 1.76232, 0.48530)
H (-5.90365, 1.12097, 1.50082)
H (-7.73375, 0.13388, 0.20627)
H (-7.24289, -0.35543, -2.39822)
H (-5.10542, -0.02295, -3.19253)
C (1.01166, 0.63411, -4.35976)
Te (1.47763, -0.05271, -2.38498)
C (0.84839, -2.06745, -2.72931)
H (-0.03802, 0.86013, -4.42541)
H (1.41926, -0.15908, -5.13003)
H (1.61424, 1.49680, -4.58982)
H (0.55184, -2.24805, -3.73511)
H (0.05038, -2.35731, -2.09351)
H (1.70073, -2.77792, -2.49053)
C (3.52900, 8.18172, 1.40956)
C (3.25827, 6.90264, 0.72933)
C (2.51287, 6.80625, -0.47342)
C (2.25559, 5.56340, -1.02194)
C (1.52058, 5.57570, -2.31985)
C (2.55570, 4.38060, -0.25488)
C (2.09650, 3.06083, -0.69667)
O (2.26734, 2.02068, -0.06940)
C (3.32520, 4.47493, 0.95564)
C (3.87745, 3.30432, 1.74788)
C (3.60676, 5.71369, 1.43218)
H (2.89902, 8.28428, 2.29935)
H (3.31452, 9.09368, 0.87534)
H (4.55539, 8.26210, 1.74493)
H (2.29927, 7.74097, -1.00739)
H (1.52243, 6.56889, -2.83153)
H (0.49848, 5.31844, -2.20712)
H (2.00053, 4.87552, -3.05795)
H (1.61421, 3.12574, -1.71170)
H (3.04879, 2.78122, 2.24721)
H (4.64714, 3.73677, 2.44224)
H (4.41282, 2.52439, 1.11064)
H (4.14201, 5.84249, 2.40548)
C (3.58224, -5.92455, 2.73955)
C (3.31498, -5.27744, 1.30677)
N (2.48024, -6.14795, 0.51302)
C (3.09454, -7.41784, 0.28870)
C (3.26122, -8.22267, 1.64670)
N (2.81559, -7.22060, 2.75296)
C (1.36420, -6.95372, 2.59767)
C (1.16528, -6.30255, 1.14936)
H (3.16092, -5.28788, 3.57180)
H (4.63145, -6.14074, 2.93318)
H (4.30544, -5.35284, 0.81530)
H (3.06443, -4.18866, 1.38889)
H (4.12090, -7.27182, -0.05192)
H (2.43135, -7.95087, -0.46391)
H (4.28811, -8.49806, 1.68792)
H (2.62926, -9.11441, 1.64851)
H (2.94314, -7.66174, 3.67983)
H (1.16598, -6.29764, 3.46518)
H (0.89575, -7.93969, 2.85400)
H (0.72368, -5.33322, 1.26037)
H (0.57700, -6.93982, 0.49511)